[1]
{
  "formula": "C2H3N2O2",
  "method": "ωB97M-V with the def2-TZVPD basis set",
  "symbols": ["C", "C", "N", "N", "O", "O", "H", "H", "H"],
  "positions_angstrom": [[0.605, 0.801, -0.085], [-1.262, 0.219, 0.154], [1.313, -0.195, -0.083], [-2.068, -0.520, -0.113], [0.826, 2.025, -0.148], [0.960, -1.433, 0.193], [0.813, 2.585, 0.698], [-2.678, -1.412, -0.284], [1.492, -2.071, -0.334]],
  "atomic_forces_ev_per_a": [[-0.7, -2.2, 1.2], [3.2, 2.1, 0.2], [1.0, 0.4, -0.4], [-3.5, -4.5, -0.9], [-0.4, 3.1, 0.7], [-1.1, -1.2, -0.2], [0.0, -1.3, -1.3], [1.5, 2.7, 0.5], [0.1, 0.8, 0.3]],
  "gap_ev": 10.35,
  "total_charge": 1,
  "e_homo_ha": -0.567,
  "e_above_lowest_kcal_mol": 115.59
}

[2]
{
  "formula": "C30H49BrFGe2N3O4PSc",
  "method": "ωB97M-V with the def2-TZVPD basis set",
  "symbols": ["Sc", "N", "C", "C", "N", "H", "H", "H", "H", "H", "H", "H", "H", "C", "Ge", "C", "C", "Ge", "C", "C", "C", "C", "C", "C", "C", "C", "C", "C", "C", "C", "H", "H", "H", "H", "H", "H", "H", "H", "H", "H", "H", "H", "H", "H", "H", "H", "H", "H", "H", "F", "C", "C", "C", "C", "O", "P", "O", "O", "O", "C", "C", "C", "C", "H", "H", "H", "H", "H", "H", "H", "H", "H", "H", "H", "H", "H", "H", "H", "H", "H", "H", "Br", "C", "C", "C", "C", "C", "N", "H", "H", "H", "H"],
  "positions_angstrom": [[-0.160, 0.458, 1.169], [0.991, 1.925, 2.659], [1.431, 3.231, 2.140], [0.415, 3.734, 1.143], [0.201, 2.698, 0.110], [0.287, 2.053, 3.374], [1.755, 1.423, 3.100], [2.388, 3.078, 1.649], [1.583, 3.962, 2.933], [0.742, 4.682, 0.716], [-0.542, 3.907, 1.632], [0.892, 2.794, -0.622], [-0.707, 2.826, -0.327], [5.279, 0.868, -1.562], [3.443, 1.516, -1.514], [2.653, 1.452, -3.291], [3.460, 3.416, -1.058], [2.338, 0.067, 0.161], [2.491, -1.773, -0.470], [2.987, -2.026, -1.749], [3.226, -3.329, -2.174], [2.948, -4.395, -1.330], [2.421, -4.158, -0.064], [2.191, -2.857, 0.361], [3.426, 0.191, 1.789], [4.411, 1.182, 1.865], [5.246, 1.276, 2.975], [5.089, 0.391, 4.032], [4.099, -0.585, 3.981], [3.268, -0.683, 2.872], [5.632, 0.915, -2.597], [5.360, -0.162, -1.207], [5.911, 1.506, -0.940], [3.035, 2.320, -3.834], [1.566, 1.524, -3.271], [2.933, 0.548, -3.836], [4.332, 3.842, -1.563], [3.555, 3.629, 0.007], [2.574, 3.928, -1.448], [3.188, -1.211, -2.435], [3.624, -3.509, -3.166], [3.138, -5.410, -1.658], [2.191, -4.989, 0.593], [1.763, -2.691, 1.343], [4.552, 1.884, 1.051], [6.015, 2.039, 3.010], [5.737, 0.462, 4.898], [3.971, -1.272, 4.810], [2.486, -1.430, 2.866], [0.178, -0.723, 2.548], [-6.172, 1.179, 1.050], [-5.163, 0.098, 0.712], [-5.643, -1.273, 1.138], [-4.791, 0.110, -0.763], [-3.951, 0.316, 1.531], [-2.878, 1.427, 1.262], [-3.375, 2.774, 0.959], [-1.838, 0.821, 0.295], [-1.967, 1.342, 2.597], [-2.371, 1.868, 3.935], [-3.833, 1.550, 4.191], [-2.142, 3.365, 3.940], [-1.484, 1.135, 4.938], [-7.073, 1.029, 0.450], [-5.770, 2.172, 0.836], [-6.450, 1.126, 2.105], [-6.544, -1.540, 0.584], [-5.876, -1.284, 2.205], [-4.872, -2.022, 0.941], [-5.682, -0.095, -1.358], [-4.041, -0.657, -0.978], [-4.398, 1.083, -1.073], [-4.491, 2.067, 3.489], [-4.074, 1.893, 5.199], [-4.026, 0.478, 4.128], [-2.714, 3.853, 3.149], [-1.082, 3.608, 3.818], [-2.458, 3.764, 4.906], [-1.216, 0.148, 4.563], [-2.014, 1.008, 5.884], [-0.567, 1.686, 5.163], [-0.226, -0.266, -2.235], [-0.969, -1.674, -1.211], [-1.742, -2.632, -1.832], [-2.264, -3.637, -1.033], [-1.986, -3.644, 0.324], [-1.196, -2.640, 0.841], [-0.687, -1.662, 0.084], [-1.924, -2.588, -2.897], [-2.885, -4.409, -1.474], [-2.376, -4.414, 0.977], [-0.946, -2.587, 1.891]],
  "atomic_forces_ev_per_a": [[-0.1, 0.9, 0.4], [0.0, 0.0, -0.2], [0.0, -0.2, 0.1], [-0.1, -0.1, -0.2], [-0.1, -0.1, 0.2], [-0.1, 0.0, 0.1], [0.1, 0.0, 0.0], [0.1, 0.0, 0.0], [0.0, 0.1, 0.1], [0.0, 0.1, 0.0], [-0.1, 0.0, 0.0], [0.1, 0.0, -0.1], [0.0, 0.0, 0.0], [0.2, -0.1, 0.0], [-0.3, 0.0, 0.1], [-0.1, -0.1, -0.2], [0.0, 0.2, 0.1], [1.9, -0.4, -0.7], [-0.1, -0.2, 0.1], [-0.1, -0.1, 0.0], [0.0, 0.0, 0.0], [0.0, 0.0, 0.0], [0.0, 0.0, 0.0], [0.1, -0.1, -0.1], [-0.1, 0.1, 0.2], [0.0, -0.1, 0.2], [-0.1, 0.0, 0.0], [0.0, 0.0, 0.0], [0.0, 0.0, 0.0], [0.1, 0.1, 0.0], [0.0, 0.0, 0.1], [0.0, 0.1, 0.0], [0.0, -0.1, -0.1], [0.0, -0.1, 0.0], [0.0, 0.1, 0.0], [-0.1, 0.1, 0.0], [-0.1, 0.0, 0.0], [0.0, 0.0, -0.1], [0.1, 0.0, 0.1], [0.0, 0.0, 0.0], [0.0, 0.0, 0.0], [0.0, 0.0, 0.0], [0.0, 0.0, 0.0], [0.0, 0.0, -0.1], [0.0, 0.0, 0.0], [-0.1, -0.1, 0.0], [0.0, 0.0, 0.0], [0.0, 0.0, 0.0], [0.0, 0.1, 0.0], [0.1, -0.7, 0.7], [-0.1, 0.1, 0.0], [0.2, 0.1, 0.0], [0.0, -0.1, 0.1], [0.1, 0.0, -0.1], [-0.4, -0.2, 0.0], [-0.1, 0.1, -0.2], [0.0, 0.1, 0.0], [-1.2, 0.3, -0.4], [0.1, 0.1, 0.2], [0.0, -0.2, -0.1], [-0.1, 0.0, 0.0], [0.0, 0.2, 0.1], [0.0, 0.0, 0.1], [0.0, 0.0, 0.0], [0.0, -0.1, 0.0], [0.0, 0.0, -0.1], [0.0, 0.0, 0.0], [0.0, 0.0, -0.1], [0.0, 0.0, 0.0], [0.0, 0.0, 0.0], [-0.1, 0.1, 0.0], [0.0, -0.1, 0.1], [0.1, 0.0, 0.1], [0.0, 0.0, 0.0], [0.0, 0.1, 0.0], [0.0, -0.1, 0.1], [-0.1, 0.0, 0.0], [0.0, 0.0, 0.0], [0.0, 0.0, 0.0], [0.0, 0.1, 0.0], [0.0, 0.0, 0.0], [-0.1, -0.1, -0.1], [0.1, 0.0, 0.2], [0.0, -0.1, -0.1], [-0.1, -0.1, -0.1], [-0.1, -0.1, 0.0], [0.1, 0.1, 0.1], [-0.1, 0.4, -0.2], [0.0, 0.0, 0.1], [0.1, 0.1, 0.0], [0.0, 0.0, 0.0], [0.0, 0.0, 0.0]],
  "gap_ev": [8.53, 6.80],
  "total_charge": 1,
  "e_homo_ha": [-0.395, -0.426],
  "s2": 0.7536,
  "spin_multiplicity": 2,
  "e_above_lowest_kcal_mol": 26.56
}

[3]
{
  "formula": "C6H5NO",
  "method": "ωB97M-V with the def2-TZVPD basis set",
  "symbols": ["C", "C", "C", "C", "N", "C", "C", "O", "H", "H", "H", "H", "H"],
  "positions_angstrom": [[2.282, -0.933, 0.702], [1.644, -0.078, 0.091], [0.592, 0.877, -0.209], [0.912, 2.228, -0.374], [0.919, 3.398, -0.496], [-0.715, 0.477, -0.161], [-1.260, -0.772, 0.429], [-2.101, -1.361, -0.504], [2.990, -1.659, 0.485], [-1.460, 1.075, -0.596], [-0.312, -1.368, 0.636], [-1.782, -0.637, 1.392], [-1.710, -1.249, -1.394]],
  "atomic_forces_ev_per_a": [[-1.0, 1.9, -2.3], [-0.4, -0.3, 2.2], [-0.6, -2.5, 0.6], [-0.4, 4.5, -1.2], [0.4, -3.0, 0.4], [1.1, 0.5, 0.7], [2.9, -0.7, 0.1], [-0.7, -0.6, -1.1], [1.1, -1.3, 0.6], [-0.8, 1.4, -0.2], [-1.4, 0.0, 0.0], [0.1, 0.2, -0.6], [-0.3, -0.3, 0.7]],
  "gap_ev": 8.88,
  "total_charge": 0,
  "e_homo_ha": -0.360,
  "e_above_lowest_kcal_mol": 65.95
}

[4]
{
  "formula": "C9H14",
  "method": "ωB97M-V with the def2-TZVPD basis set",
  "symbols": ["C", "C", "C", "C", "C", "C", "C", "H", "H", "H", "H", "H", "H", "H", "H", "C", "C", "H", "H", "H", "H", "H", "H"],
  "positions_angstrom": [[1.671, -2.094, 0.837], [1.566, -0.808, 0.106], [0.976, 0.146, 0.935], [0.598, 1.367, 0.284], [0.940, 1.611, -1.001], [1.574, 0.714, -1.904], [1.730, -0.615, -1.245], [2.467, -2.299, 1.566], [1.934, -2.851, 0.033], [0.732, -2.655, 1.113], [0.837, 0.213, 1.982], [-0.045, 1.983, 0.822], [0.927, 2.575, -1.454], [1.917, 0.684, -2.885], [2.053, -1.370, -1.763], [-2.977, 0.673, 0.954], [-2.105, 0.182, -0.236], [-3.879, 0.183, 0.994], [-2.456, 0.349, 1.859], [-3.136, 1.780, 0.954], [-1.322, 0.904, -0.663], [-1.334, -0.539, -0.107], [-2.671, -0.134, -1.183]],
  "atomic_forces_ev_per_a": [[0.6, -4.4, -2.4], [-1.6, 0.2, 2.8], [-0.1, 3.8, -3.3], [1.2, -2.9, 1.6], [2.1, 0.6, -4.1], [-1.1, -4.3, 6.1], [-1.2, 6.1, 1.1], [-0.4, 0.8, 0.1], [0.3, 0.5, 0.6], [0.5, 1.5, 0.4], [-0.1, -1.1, 0.9], [-0.5, 1.6, 0.8], [-1.0, 1.1, 0.2], [0.1, 1.2, -1.6], [1.9, -4.2, -3.0], [3.1, 0.9, -0.5], [0.0, 1.5, -3.0], [-2.2, -1.0, -0.2], [0.0, 0.5, 0.2], [0.2, -1.0, 0.0], [-2.0, -0.1, 0.7], [-0.1, -1.5, 1.1], [0.4, 0.4, 1.5]],
  "gap_ev": 10.04,
  "total_charge": 0,
  "e_homo_ha": -0.331,
  "e_above_lowest_kcal_mol": 66.66
}